C28H46N6O3S3 | ωB97M-V/def2-TZVPD

ORCA input file:
```
! RIJCOSX wB97M-V def2-TZVPD def2/J DEFGRID3
* xyz 0 1
C -13.644 -0.511 -1.884
S -12.809 -0.834 -3.568
O -11.327 -0.397 -3.541
C -12.681 -2.658 -3.510
H -13.541 0.528 -1.571
H -13.068 -1.181 -1.245
H -14.633 -0.952 -2.011
H -12.204 -3.104 -4.383
H -13.743 -2.868 -3.390
H -12.186 -2.884 -2.565
C -7.794 -6.751 -4.785
S -8.921 -5.601 -5.800
O -8.384 -5.670 -7.177
C -10.435 -6.684 -5.747
H -6.844 -6.221 -4.718
H -7.601 -7.697 -5.293
H -8.212 -6.980 -3.804
H -10.367 -7.424 -6.544
H -11.295 -6.079 -6.034
H -10.655 -7.039 -4.740
C -16.929 -6.849 2.978
S -16.679 -4.997 2.960
O -15.236 -4.855 2.428
C -17.730 -4.744 1.452
H -17.918 -7.301 3.052
H -16.495 -7.115 3.942
H -16.261 -7.449 2.359
H -17.315 -5.022 0.483
H -17.938 -3.674 1.453
H -18.698 -5.172 1.711
C -15.338 0.112 1.360
C -15.742 -1.186 0.781
N -16.049 -2.162 0.258
H -14.787 0.081 2.299
H -16.128 0.850 1.498
H -14.804 0.663 0.586
N -13.977 -4.823 -0.568
C -13.805 -5.251 -1.848
C -12.523 -5.557 -2.073
C -11.857 -5.396 -0.812
C -12.825 -5.013 0.118
H -14.855 -4.516 -0.173
H -14.690 -5.193 -2.464
H -12.009 -5.961 -2.932
H -10.806 -5.567 -0.630
H -12.662 -4.581 1.094
N -13.266 -3.259 3.256
C -13.949 -2.359 4.010
C -13.070 -1.635 4.744
C -11.765 -2.054 4.316
C -11.859 -2.972 3.276
H -13.739 -3.975 2.724
H -15.020 -2.504 4.020
H -13.455 -0.948 5.483
H -10.853 -1.548 4.597
H -11.155 -3.459 2.618
N -19.106 -2.058 -2.476
C -18.574 -3.270 -2.899
C -17.330 -2.935 -3.509
C -17.185 -1.573 -3.426
C -18.362 -1.044 -2.997
H -19.969 -1.965 -1.961
H -18.971 -4.248 -2.671
H -16.557 -3.546 -3.949
H -16.372 -1.141 -3.990
H -18.440 -0.037 -2.614
N -6.838 -5.247 -1.560
C -7.716 -6.267 -1.372
C -7.053 -7.473 -1.501
C -5.691 -7.116 -1.789
C -5.618 -5.757 -1.778
H -7.082 -4.274 -1.674
H -8.757 -6.040 -1.196
H -7.475 -8.465 -1.450
H -4.811 -7.680 -2.061
H -4.734 -5.212 -2.078
N -11.588 -9.085 -3.100
C -11.491 -9.703 -4.288
C -12.525 -9.255 -5.081
C -13.467 -8.661 -4.230
C -12.834 -8.500 -3.035
H -10.858 -9.041 -2.404
H -10.686 -10.388 -4.507
H -12.620 -9.221 -6.156
H -14.404 -8.175 -4.460
H -13.232 -8.000 -2.164
*
```

ΔE to the lowest compared entry with this formula, charge and spin in eV: 0.000
Frontier orbital gap in eV: 8.16
Max |F| in eV Å⁻¹: 4.05
E_tot in Eh: -2843.0647
LUMO in eV: 0.0995